Molecular formula: C4H9N2
Method: DFT, ωB97M-V/def2-TZVPD

Each line ends with the natural charge from an NBO analysis.
Element x y z (Å)
N 0.87037 -0.01089 -0.51984  -0.42
H 0.00218 1.58850 0.69691  0.22
C -0.19630 1.01522 -0.18112  -0.07
C -0.06205 -1.10352 -0.37188  -0.03
N -1.14709 -0.06626 -0.05630  -0.23
H 2.55291 1.05250 0.10489  0.24
H -0.28515 -1.43267 -1.34186  0.23
H -3.09371 -0.91950 0.05385  0.25
H -2.96082 0.83568 0.23357  0.24
H 0.27198 -1.77077 0.42683  0.24
H -0.31924 1.75026 -0.98499  0.24
C 2.08019 0.03200 0.29665  -0.44
C -2.33937 -0.06483 0.25751  0.11
H 1.82115 -0.06699 1.42096  0.18
H 2.80492 -0.83871 -0.03520  0.24

Properties
F_max ... 5.6 eV/A
LUMO level ... -5.20 eV
Highest occupied orbital energy ... -0.500 Eh
SMILES string ... C=[N+]1CN(C)C1
ΔE to the lowest compared entry with this formula, charge and spin ... 88.82 kcal/mol
Net charge ... +1
Spin multiplicity ... 1
Frontier orbital gap ... 8.39 eV